[1]
Entry from the OMol25 dataset: C24H25AuNO3P as an isolated structure (ωB97M-V with the def2-TZVPD basis set).

Its net charge is +2. The multiplicity is 1.

Geometry (Å):
Au (-0.14491, -1.23447, 0.43406)
P (0.39330, 0.85304, -0.07743)
O (-0.42373, -3.02373, 1.61900)
O (-0.63023, -2.69364, -1.40455)
O (-3.11979, 0.60159, 1.17418)
N (0.99717, -2.71700, 3.34305)
C (-1.11331, 2.83718, -1.41904)
C (2.53578, 1.98601, -1.43815)
C (4.83259, 1.44354, -0.97705)
C (-1.21900, 2.07163, 1.90421)
C (0.67948, 3.78582, 2.82780)
C (-1.61727, -3.34461, -1.72404)
C (-1.82013, 3.30086, -2.51998)
C (-0.58385, 3.81662, 3.40505)
C (0.99966, 2.90837, 1.78714)
C (-1.56060, 2.95568, 2.94733)
C (-1.52615, -4.38241, -2.79502)
C (-2.93946, -3.14632, -1.04896)
C (2.13447, 1.08402, -0.45356)
C (-0.20792, -4.81638, 3.15917)
C (-0.72520, 0.74496, -2.56323)
C (-1.97082, 2.49552, -3.63934)
C (3.08686, 0.35565, 0.26004)
C (-0.56716, 1.55465, -1.43531)
C (-1.41619, 1.22119, -3.66422)
C (4.43466, 0.54257, 0.00285)
C (0.12715, -3.44976, 2.65382)
C (0.05900, 2.02966, 1.29414)
C (3.88671, 2.15983, -1.69788)
C (-2.24297, 1.23609, 1.47027)
H (-0.80663, 4.50875, 4.20466)
H (-2.52020, 2.86181, -4.49600)
H (-1.79405, -5.35519, -2.37609)
H (-2.55509, 2.95625, 3.37363)
H (2.77562, -0.37256, 1.00049)
H (-3.13218, -4.00232, -0.39773)
H (5.88486, 1.57842, -1.18802)
H (1.80259, 2.54543, -2.00549)
H (4.20038, 2.85265, -2.46666)
H (-1.52562, 0.59853, -4.54168)
H (1.43673, -3.06890, 4.17648)
H (-1.15851, -4.76360, 3.69232)
H (1.44156, 4.46549, 3.18741)
H (-2.25527, -4.17362, -3.57989)
H (-0.97507, 3.49684, -0.57066)
H (-0.52338, -4.42191, -3.20945)
H (5.17381, -0.02387, 0.55256)
H (1.21149, -1.78299, 3.03079)
H (-3.74867, -3.11547, -1.77830)
H (-0.30660, -0.25570, -2.57996)
H (-0.33460, -5.48615, 2.31270)
H (-2.93455, -2.23608, -0.45136)
H (1.99372, 2.92700, 1.35994)
H (0.55063, -5.20685, 3.83321)
H (-2.23907, 4.29790, -2.50725)

[2]
Entry from the OMol25 dataset: C24H25BCl3MgN4O5S3 as an isolated structure at a distorted geometry (ωB97M-V with the def2-TZVPD basis set).

Its net charge is -1. The multiplicity is 1.

Geometry (Å):
Cl (-5.75208, 2.36094, -2.78757)
Cl (-1.20536, 3.11713, -0.02046)
Cl (-3.81973, -1.63414, 0.24644)
S (2.54283, -0.92498, 2.06264)
S (0.36346, 1.71128, 2.94882)
S (-0.30481, -2.73930, 0.47247)
Mg (0.21152, -0.20876, 0.83784)
O (-0.00266, 4.45932, -5.17050)
O (-1.66845, 3.06499, -5.94826)
O (0.82356, 0.33846, -0.82654)
O (1.79492, 2.36856, -0.79295)
O (-1.62949, 0.29942, 0.90082)
N (1.27423, -3.89479, 2.41678)
N (2.94490, -3.21156, 0.53790)
N (3.65795, -1.37245, -0.38199)
N (-0.52025, -2.94063, 3.18842)
C (0.17730, -3.20347, 2.04922)
C (3.91601, -2.39166, -1.27349)
C (-0.10293, 3.35245, -4.35192)
C (-1.83016, -2.31747, 3.24808)
C (1.05948, 1.52300, -1.29897)
C (-2.53651, 0.75271, 0.08082)
C (-0.91520, 4.23946, -6.24038)
C (0.32102, 1.85872, -2.57536)
C (-1.41369, 1.33989, -4.19982)
C (-4.52693, 1.75162, -1.69748)
C (-3.65342, -0.01276, -0.34339)
C (-3.46827, 2.55836, -1.33333)
C (3.04668, -1.88224, 0.72188)
C (-1.09770, 2.51927, -4.82249)
C (-1.28978, 1.83956, 3.65693)
C (-2.51655, 2.06825, -0.45833)
C (-4.63107, 0.46895, -1.19782)
C (0.16572, -3.44988, 4.27837)
C (-0.67192, 1.01641, -3.05703)
C (1.19584, 0.93331, 4.34959)
C (4.09411, 0.00274, -0.55055)
C (0.62092, 3.06159, -3.22866)
C (3.46523, -3.52385, -0.69880)
C (1.27874, -4.02764, 3.78955)
B (2.46459, -4.34753, 1.51149)
H (-2.18920, 0.68559, -4.58052)
H (2.12878, -5.28252, 0.81450)
H (4.12977, 0.23200, -1.61375)
H (3.39967, 0.67851, -0.07097)
H (5.08447, 0.13930, -0.11269)
H (-1.96031, 2.12082, 2.85137)
H (4.37803, -2.21240, -2.22993)
H (-0.86960, 0.09754, -2.52021)
H (-1.58659, 5.09291, -6.33021)
H (-1.96905, -1.89628, 4.24195)
H (2.09071, -4.51614, 4.30192)
H (-1.29612, 2.60286, 4.43462)
H (1.07335, 1.55002, 5.23890)
H (1.38563, 3.71567, -2.82911)
H (3.37515, -4.63314, 2.26782)
H (-0.19471, -3.34466, 5.28715)
H (-2.61379, -3.05069, 3.05645)
H (-5.47356, -0.15888, -1.45698)
H (2.24982, 0.86055, 4.08993)
H (0.80663, -0.07040, 4.52204)
H (3.45567, -4.53540, -1.06881)
H (-1.92286, -1.53588, 2.49828)
H (-3.37853, 3.56237, -1.72546)
H (-0.36586, 4.09804, -7.17345)
H (-1.59951, 0.87697, 4.06518)

[3]
Entry from the OMol25 dataset: C24H25BIrN9O3 as an isolated structure at a distorted geometry (ωB97M-V with the def2-TZVPD basis set).

Its net charge is +2. The multiplicity is 1.

Geometry (Å):
Ir (-0.03283, 0.81037, 0.38817)
O (-1.78842, 0.74627, 1.45805)
O (1.24191, -6.20706, -3.61067)
O (2.09251, -6.17548, -1.56881)
N (0.81078, 2.37993, 1.48592)
N (1.92586, -0.24801, 2.36622)
N (0.71504, -0.44005, 1.81670)
N (-3.04425, -1.06801, 0.95233)
N (-0.72973, -0.47616, -1.17079)
N (1.76893, 0.72524, -0.49185)
N (-1.41855, 2.05901, -0.73341)
N (2.03246, 2.17859, 2.04736)
N (2.88559, 0.72279, 0.26446)
C (3.95515, 0.65035, -0.53827)
C (0.61195, -3.93003, -0.83386)
C (0.57937, 3.69769, 1.58552)
C (1.61108, 4.33216, 2.25776)
C (0.11230, -1.40687, 2.52286)
C (0.00822, -2.12499, -2.84824)
C (-1.48085, 0.09605, -2.03776)
C (2.10643, -1.09711, 3.38052)
C (-0.21647, -1.78247, -1.51652)
C (3.52753, 0.60786, -1.85134)
C (2.14248, 0.66462, -1.77240)
C (-3.87610, 0.55235, 2.55536)
C (0.51017, -3.37698, -3.16439)
C (-2.83138, 0.07927, 1.59847)
C (0.96221, -1.86205, 3.51949)
C (-2.86497, 2.04477, -2.65482)
C (0.80977, -4.29018, -2.16048)
C (-2.00754, 3.18410, -0.33972)
C (1.43592, -5.64202, -2.41070)
C (2.51665, 3.32774, 2.52439)
C (-3.39499, 3.27521, -2.28825)
C (-1.91015, 1.46469, -1.84253)
C (-2.98992, 3.82285, -1.08789)
C (0.10615, -2.68380, -0.51306)
B (2.80232, 0.86984, 1.80196)
H (1.40985, 0.66927, -2.56180)
H (-2.33770, -1.45680, 0.34692)
H (-4.82917, 0.04845, 2.41511)
H (-3.88182, -1.60402, 1.11131)
H (-1.83328, -0.44209, -2.91173)
H (-0.14726, -1.41345, -3.64899)
H (-0.02043, -2.41703, 0.52049)
H (0.71138, -3.60386, -4.20419)
H (3.88446, 0.88428, 2.29503)
H (0.88263, -4.63502, -0.05923)
H (-3.51953, 0.36154, 3.56949)
H (3.48369, 3.35428, 2.99835)
H (1.69073, 5.37714, 2.49788)
H (4.13374, 0.54868, -2.73745)
H (-4.13603, 3.76578, -2.90431)
H (-3.20363, 1.52810, -3.54290)
H (-4.00279, 1.62760, 2.45049)
H (0.77149, -2.63443, 4.24307)
H (-0.88473, -1.73334, 2.28601)
H (-3.41956, 4.74209, -0.71536)
H (0.59761, -5.73076, -4.14696)
H (3.02609, -1.09112, 3.94143)
H (-1.72413, 3.57485, 0.61912)
H (4.94763, 0.63184, -0.11979)
H (-0.28387, 4.16751, 1.16821)

[4]
Entry from the OMol25 dataset: C24H25BrFN3OPtSe as an isolated structure (ωB97M-V with the def2-TZVPD basis set).

The expectation value of S² is 2.016. The multiplicity is 3.

Geometry (Å):
Pt (0.36500, 0.99963, 0.46969)
Br (0.42730, 3.17309, 2.79996)
Se (-1.92056, 1.28184, -0.31735)
F (1.81920, -5.01100, 0.95888)
O (1.41835, 7.33469, -0.10866)
N (2.82952, 1.10039, 0.03193)
N (0.64081, 3.29150, 0.07652)
N (4.64623, -0.08208, -0.26338)
C (-2.72647, -0.45529, -0.23498)
C (2.80192, -0.44895, -1.92221)
C (3.40603, 0.20001, -0.72954)
C (1.16729, 6.00702, -0.09061)
C (-2.96097, -1.07644, 0.98995)
C (0.57105, -3.30527, -0.09432)
C (1.91628, -2.82711, 1.84590)
C (-3.53575, -2.34571, 0.99473)
C (-3.88364, -3.00681, -0.17143)
C (-3.07482, -1.09615, -1.43343)
C (-4.51461, -4.37344, -0.13727)
C (0.87008, 3.87436, -1.10058)
C (4.86270, 0.67361, 0.86802)
C (0.19802, -1.96500, -0.14629)
C (0.67060, -1.01454, 0.76790)
C (1.13632, 5.22065, -1.23772)
C (-2.81316, -0.46914, -2.77684)
C (-3.64501, -2.36112, -1.37969)
C (1.52503, -1.49268, 1.76860)
C (3.72900, 1.40006, 1.03407)
C (1.43470, -3.70737, 0.90154)
C (-2.65457, -0.41721, 2.30723)
C (0.93840, 5.41863, 1.14612)
C (0.68857, 4.06165, 1.15580)
H (5.77795, 0.62712, 1.42803)
H (0.19550, -4.02937, -0.80565)
H (-1.68452, 0.08639, 2.28783)
H (3.48881, 2.10082, 1.81559)
H (-3.41216, 0.33392, 2.54467)
H (-3.90750, -2.85642, -2.30892)
H (1.31538, 5.64651, -2.21640)
H (5.26935, -0.77279, -0.64423)
H (-0.49440, -1.65847, -0.92244)
H (-3.70488, -2.83201, 1.94947)
H (1.90982, -0.81006, 2.51947)
H (1.76523, -0.12859, -1.99935)
H (-3.27434, 0.51664, -2.85535)
H (2.58098, -3.18325, 2.62209)
H (1.54727, 7.63969, -1.01647)
H (-4.01285, -5.05685, -0.82359)
H (-1.74233, -0.32786, -2.94247)
H (-5.56435, -4.32648, -0.43388)
H (0.83166, 3.21977, -1.96136)
H (-4.46929, -4.80341, 0.86239)
H (0.95924, 6.00235, 2.05285)
H (-2.64776, -1.15802, 3.10496)
H (3.33434, -0.17529, -2.83491)
H (-3.20398, -1.10124, -3.57299)
H (2.81004, -1.53494, -1.82186)

Relative energy (zero: lowest compared OMol25 entry of this formula, charge and spin), record by record: 0.0, 31.8, 127.1, 4.0 kJ/mol